--- i ---
Below is a 3-piece molecular cluster, C6H16N2O overall, with properties calculated with ωB97M-V/def2-TZVPD.

Geometry (Å):
C  -0.87419  0.38207  -1.36491
C  0.44630  0.19202  -1.31680
C  1.42335  1.10916  -0.60391
C  1.79284  2.24738  -1.56204
N  0.97015  1.67907  0.65241
H  -1.50255  -0.20030  -2.01981
H  -1.33635  1.23403  -0.88608
H  0.90324  -0.55628  -1.95544
H  2.33458  0.54164  -0.37754
H  2.21784  1.85303  -2.48227
H  2.51764  2.90181  -1.08556
H  0.90658  2.82916  -1.80824
H  0.79804  0.95666  1.34251
H  0.11436  2.20589  0.52096
N  0.00215  -3.05050  0.86062
C  0.46102  -1.83059  1.20729
O  0.62712  -1.44710  2.33808
H  -0.13988  -3.30574  -0.10320
H  -0.30964  -3.67820  1.57802
H  0.73609  -1.22337  0.30915
C  -2.41548  -0.58473  1.35853
H  -1.97612  -0.60619  0.32442
H  -1.71347  -0.08766  2.01590
H  -2.65408  -1.55886  1.76728
H  -3.32953  -0.00238  1.29066

- Kohn-Sham gap: 9.976 eV
- Multiplicity: 1
- SMILES: C=C[C@@H](C)N.NC=O.C
- E_HOMO: -9.209 eV

Mulliken atomic charge list, values in e, 5 entries: number 1, C, carries -1.04; number 2, C, carries -0.10; number 3, C, carries 0.13; number 4, C, carries -1.45; number 5, N, carries -0.64

=====

--- ii ---
Below is C6H16N2O as an isolated structure, with properties calculated with ωB97M-V/def2-TZVPD.

Geometry (Å):
C  1.90080  0.44527  1.25013
C  2.17568  -0.93894  -0.33501
C  1.89147  -0.31835  -1.69465
N  1.28945  1.55098  0.81431
H  1.82860  2.18511  0.24199
H  0.26729  1.39939  0.54629
H  1.31840  -0.16970  1.92446
H  2.95700  0.52194  1.47279
H  2.03295  -2.02580  -0.34234
H  3.23226  -0.84048  -0.08672
H  1.94675  0.77434  -1.65392
H  0.88477  -0.56857  -2.03201
H  2.60421  -0.64511  -2.45636
C  -2.43032  1.49855  0.04099
C  -2.66179  -1.32703  0.28306
C  -1.33542  -0.59433  0.31899
O  -0.29760  -1.36763  0.46206
N  -1.23595  0.69184  0.21265
H  0.87280  -0.97174  0.24025
H  -2.97331  1.26311  -0.88295
H  -3.13889  1.39908  0.87309
H  -2.13645  2.54799  -0.01259
H  -3.31950  -0.97578  1.08137
H  -3.17744  -1.13916  -0.66168
H  -2.49576  -2.39495  0.39581

- Kohn-Sham gap: 9.367 eV
- Multiplicity: 1
- E_HOMO: -8.389 eV

Mulliken atomic charge list, values in e, 5 entries: number 1, C, carries -0.89; number 2, C, carries -0.56; number 3, C, carries -0.88; number 4, N, carries -0.33; number 5, H, carries 0.26

=====

Most stable of them? i.

=====

--- i ---
Below is a 3-piece molecular cluster, C6H16N2O overall, with properties calculated with ωB97M-V/def2-TZVPD.

Geometry (Å):
C  -0.29071  -1.82512  -0.96421
C  0.89442  -2.20034  -0.12996
C  1.57559  -1.39179  0.68704
N  2.63108  -1.84825  1.49228
N  1.31157  -0.01607  0.83421
H  -1.13611  -2.47935  -0.74344
H  -0.59727  -0.79584  -0.79832
H  -0.06078  -1.93812  -2.02541
H  1.22974  -3.22333  -0.22451
H  2.95581  -2.76841  1.23136
H  3.40251  -1.19642  1.55303
H  0.29796  0.20656  0.90517
H  1.78287  0.36665  1.64445
C  -1.45049  1.29274  1.33338
C  -1.51030  2.08912  0.26902
C  -2.31882  1.80962  -0.95054
H  -2.03873  0.38828  1.39127
H  -0.95586  1.60197  2.24156
H  -0.99318  3.03902  0.27369
H  -3.07661  2.58116  -1.07834
H  -2.80835  0.84137  -0.89130
H  -1.67136  1.83289  -1.82518
O  0.83825  1.59245  -1.42842
H  0.83465  0.97409  -2.16873
H  1.15415  1.06712  -0.62810

- Kohn-Sham gap: 8.711 eV
- Multiplicity: 1
- SMILES: CC=C(N)N.C=CC.O
- E_HOMO: -7.789 eV

Mulliken atomic charge list, values in e, 5 entries: number 1, C, carries -0.57; number 2, C, carries -0.57; number 3, C, carries 0.80; number 4, N, carries -0.58; number 5, N, carries -0.47

=====

--- ii ---
Below is a 2-piece molecular cluster, C6H16N2O overall, with properties calculated with ωB97M-V/def2-TZVPD.

Geometry (Å):
H  -1.18125  -0.27095  2.14214
N  -1.68155  -0.03888  1.28190
C  -0.98494  -0.28767  0.21645
C  -1.68661  -0.06453  -1.10524
C  0.43153  -0.90956  0.24913
C  1.06746  -0.80782  1.64861
C  0.31424  -2.38946  -0.14040
C  1.37856  -0.19757  -0.73173
H  -2.24559  -0.96722  -1.36684
H  -2.39112  0.76808  -1.01060
H  -0.99160  0.17175  -1.90932
H  2.11577  -1.12784  1.63584
H  1.04172  0.22313  2.02094
H  0.54774  -1.44173  2.37580
H  0.04862  -2.50380  -1.19747
H  -0.46176  -2.89376  0.44648
H  1.25919  -2.91982  0.02351
H  2.39136  -0.61348  -0.67532
H  1.05770  -0.30070  -1.77260
H  1.44780  0.87134  -0.50981
N  -0.13197  3.06625  0.18424
O  -0.47645  3.21555  -1.21991
H  -0.97948  2.62996  0.56856
H  -0.15015  4.03505  0.51235
H  0.26084  2.75362  -1.66670

- Kohn-Sham gap: 10.432 eV
- Multiplicity: 1
- SMILES: [H]/N=C(/C)C(C)(C)C.NO
- E_HOMO: -9.642 eV

Mulliken atomic charge list, values in e, 5 entries: number 1, H, carries 0.27; number 2, N, carries -0.78; number 3, C, carries 0.27; number 4, C, carries -1.25; number 5, C, carries 2.49

=====

Most stable of them? i.

=====

--- i ---
Below is an isolated molecule of C4H4N2, with properties calculated with ωB97M-V/def2-TZVPD.

Geometry (Å):
C  -0.99050  -0.26319  -0.31091
C  -0.33479  -0.83182  0.77937
N  0.92736  -0.65122  0.92992
C  1.48268  0.13570  0.05524
N  0.76537  1.03554  -0.68758
C  -0.49572  0.70132  -0.99264
H  -2.16354  -0.69212  -0.21126
H  -0.68865  -1.32046  1.86655
H  2.49247  0.63008  0.32332
H  -0.99468  1.25617  -1.75202

- Kohn-Sham gap: 10.271 eV
- Multiplicity: 1
- SMILES: c1cncnc1
- E_HOMO: -9.858 eV

Mulliken atomic charge list, values in e, 5 entries: number 1, C, carries -0.14; number 2, C, carries 0.15; number 3, N, carries -0.43; number 4, C, carries 0.00; number 5, N, carries -0.50

=====

--- ii ---
Below is C4H4N2 as an isolated structure, with properties calculated with ωB97M-V/def2-TZVPD.

Geometry (Å):
C  1.09954  0.76424  0.01275
C  1.01813  -0.72135  0.18215
N  0.17249  -1.27691  -0.60202
C  -0.98353  -0.58707  -0.21676
C  -1.09730  0.73081  0.07734
N  0.03160  1.49105  -0.07558
H  1.98389  1.15172  -0.49998
H  1.56516  -1.39847  0.84659
H  -1.72685  -1.33604  -0.00754
H  -2.05009  1.20691  0.26644

- Kohn-Sham gap: 8.704 eV
- Multiplicity: 1
- E_HOMO: -8.864 eV

Mulliken atomic charge list, values in e, 5 entries: number 1, C, carries -0.06; number 2, C, carries -0.10; number 3, N, carries -0.38; number 4, C, carries -0.28; number 5, C, carries -0.12

=====

--- iii ---
Below is a 3-piece molecular cluster, C4H4N2 overall, with properties calculated with ωB97M-V/def2-TZVPD.

Geometry (Å):
C  1.79710  1.42220  0.28520
C  2.09735  0.42978  -0.32704
H  1.52630  2.29663  0.83453
H  2.36068  -0.45833  -0.86018
C  -2.41644  0.02527  0.21379
C  -1.52555  0.65795  -0.28866
H  -3.20781  -0.53386  0.66075
H  -0.71053  1.19471  -0.72285
N  0.47418  -2.40482  -0.21881
N  -0.39528  -2.62952  0.42325

- Kohn-Sham gap: 11.811 eV
- Multiplicity: 1
- SMILES: C#C.C#C.N#N
- E_HOMO: -10.507 eV

Mulliken atomic charge list, values in e, 5 entries: number 1, C, carries -0.46; number 2, C, carries -0.28; number 3, H, carries 0.35; number 4, H, carries 0.40; number 5, C, carries -0.36

=====

Most stable of them? i.

=====

--- i ---
Below is an isolated molecule of C4H4N2, with properties calculated with ωB97M-V/def2-TZVPD.

Geometry (Å):
C  -0.40669  -1.95696  0.90899
C  -0.13099  -0.82278  0.61717
C  0.11406  0.56866  0.18200
N  -0.72516  1.00538  -0.92921
C  1.53863  0.74441  -0.17915
N  2.65230  0.87389  -0.45856
H  -0.64321  -2.96646  1.16557
H  -0.07800  1.24405  1.02513
H  -0.62488  0.34921  -1.69937
H  -1.69606  0.96060  -0.63258

- Kohn-Sham gap: 11.121 eV
- Multiplicity: 1
- SMILES: C#C[C@H](N)C#N
- E_HOMO: -10.451 eV

Mulliken atomic charge list, values in e, 5 entries: number 1, C, carries 0.14; number 2, C, carries -0.71; number 3, C, carries 0.33; number 4, N, carries -0.63; number 5, C, carries 0.07

=====

--- ii ---
Below is a 2-piece molecular cluster, C4H4N2 overall, with properties calculated with ωB97M-V/def2-TZVPD.

Geometry (Å):
C  1.23274  -0.49876  0.32535
C  0.34737  -0.18966  -0.54514
N  -0.78512  0.26984  -0.85458
C  -1.33381  0.60060  0.35787
N  -0.71483  0.42808  1.51170
C  0.52533  -0.10254  1.50048
H  -2.33197  1.02417  0.33068
H  0.98872  -0.22197  2.47831
H  0.88646  -0.99364  -2.51966
H  1.18511  -0.31611  -2.58501

- Kohn-Sham gap (alpha / beta): 10.127 / 10.126 eV
- Multiplicity: 1
- SMILES: C1=C=NC=NC=1.[H][H]
- E_HOMO (alpha / beta): -9.967 / -9.966 eV

Mulliken atomic charge list, values in e, 5 entries: number 1, C, carries -0.31; number 2, C, carries 0.49; number 3, N, carries -0.49; number 4, C, carries -0.16; number 5, N, carries -0.46

=====

Most stable of them? i.

=====

--- i ---
Below is a 2-piece molecular cluster, C4H4N2 overall, with properties calculated with ωB97M-V/def2-TZVPD.

Geometry (Å):
C  0.10805  0.13144  1.45498
C  2.98040  -1.53328  0.01794
C  -0.29803  -0.02212  -1.02093
C  -0.39380  0.59992  0.18024
N  0.25514  -0.58336  2.33974
N  2.42917  -1.80818  1.03085
H  0.22611  -0.97117  -1.11169
H  1.78803  -1.84118  1.87149
H  -0.98939  0.31836  -1.82122
H  -0.76511  1.67483  0.21914

- Kohn-Sham gap: 10.715 eV
- Multiplicity: 1
- E_HOMO: -10.831 eV

Mulliken atomic charge list, values in e, 5 entries: number 1, C, carries 0.43; number 2, C, carries -0.19; number 3, C, carries -0.54; number 4, C, carries -0.12; number 5, N, carries -0.55

=====

--- ii ---
Below is an isolated molecule of C4H4N2, with properties calculated with ωB97M-V/def2-TZVPD.

Geometry (Å):
C  0.59255  -0.63243  -0.73032
C  -0.16272  -0.14488  0.51265
C  0.30555  1.19608  0.92281
N  0.71572  2.22816  1.24262
C  -2.22187  0.55252  -0.48733
N  -1.58673  -0.10899  0.26695
H  0.13112  -1.55467  -1.09453
H  1.63043  -0.82629  -0.44829
H  0.56925  0.11069  -1.53547
H  0.01254  -0.81601  1.34706

- Kohn-Sham gap: 12.120 eV
- Multiplicity: 1
- E_HOMO: -11.808 eV

Mulliken atomic charge list, values in e, 5 entries: number 1, C, carries -1.18; number 2, C, carries 0.30; number 3, C, carries 0.16; number 4, N, carries -0.37; number 5, C, carries 0.02

=====

--- iii ---
Below is an isolated molecule of C4H4N2, with properties calculated with ωB97M-V/def2-TZVPD.

Geometry (Å):
C  -0.97325  -1.06409  0.75527
C  -1.86455  -0.11215  0.43514
C  -0.14582  -0.19179  -0.25681
C  1.24354  0.08405  0.30024
N  -1.96784  0.90756  -0.42958
N  -0.82673  0.90890  -0.92487
H  -0.16115  -0.75906  -1.14238
H  1.64340  -0.93333  0.60455
H  1.25308  0.69656  1.20504
H  1.79931  0.46334  -0.54661

- Kohn-Sham gap: 9.668 eV
- Multiplicity: 1
- E_HOMO: -10.484 eV

Mulliken atomic charge list, values in e, 5 entries: number 1, C, carries -0.58; number 2, C, carries 0.42; number 3, C, carries 0.65; number 4, C, carries -1.08; number 5, N, carries -0.30

=====

Most stable of them? ii.

=====

--- i ---
Below is a 3-piece molecular cluster, C6H18NO3 overall, with properties calculated with ωB97M-V/def2-TZVPD.

Geometry (Å):
C  -1.11600  -0.51892  2.39716
C  -0.91143  -0.13784  0.88613
C  0.59908  -0.24803  0.63697
C  1.12680  -1.68212  0.66156
C  2.35160  -1.96095  -0.19558
N  -1.40459  1.24790  0.66770
C  -1.40981  1.84976  -0.74741
O  -0.77624  1.06981  -1.61352
H  -0.27360  -0.12941  2.97060
H  -1.22302  -1.59760  2.37633
H  -2.03394  -0.06147  2.79381
H  -1.56468  -0.81903  0.32823
H  0.64438  0.05428  -0.41624
H  1.07751  0.50418  1.27513
H  0.29328  -2.33514  0.39279
H  1.51130  -1.90643  1.67989
H  2.51696  -3.04561  -0.25410
H  2.21978  -1.74397  -1.27063
H  3.19265  -1.36523  0.13053
H  -2.33928  1.37199  1.02451
H  -0.93121  2.86314  -0.67704
H  -2.54385  1.93454  -0.90367
H  1.25674  2.19091  -1.62684
H  1.19365  3.29518  -0.55596
O  1.75125  2.94063  -1.25861
H  -1.61358  -0.25979  -2.42994
H  -0.32888  -0.68749  -3.10550
O  -1.26489  -0.82328  -3.16630

- Kohn-Sham gap: 7.225 eV
- Multiplicity: 1
- Net charge: -1
- E_HOMO: -3.508 eV

Mulliken atomic charge list, values in e, 5 entries: number 1, C, carries -1.38; number 2, C, carries 0.51; number 3, C, carries -0.47; number 4, C, carries -0.45; number 5, C, carries -1.34

=====

--- ii ---
Below is a 3-piece molecular cluster, C6H18NO3 overall, with properties calculated with ωB97M-V/def2-TZVPD.

Geometry (Å):
C  -0.91427  0.87171  0.53791
C  -0.31332  2.21533  0.13806
C  1.03942  2.52949  0.83886
O  2.13763  2.42148  0.01768
C  0.00523  -0.28774  0.16324
N  -0.63901  -1.60403  0.26283
C  -0.84141  -1.97417  1.64696
C  0.18373  -2.60192  -0.40231
H  -1.88175  0.72351  0.05347
H  -1.08873  0.87838  1.62428
H  -1.04027  3.00921  0.33905
H  -0.09493  2.23468  -0.93194
H  1.10908  1.86304  1.73046
H  0.97120  3.55004  1.25889
H  0.37899  -0.15714  -0.84829
H  0.90178  -0.23838  0.80409
H  -1.32579  -2.96195  1.71451
H  0.10662  -2.03152  2.21429
H  -1.47591  -1.23118  2.14778
H  -0.26545  -3.58555  -0.28039
H  0.22715  -2.38280  -1.46497
H  1.21490  -2.61838  -0.01033
H  -1.31047  -0.23887  -2.46690
H  -1.93601  -1.16746  -1.45131
O  -2.05372  -0.83580  -2.35365
H  2.05807  1.56711  -0.98868
H  2.82430  1.14048  -2.38901
O  2.02292  0.91241  -1.90457

- Kohn-Sham gap: 7.141 eV
- Multiplicity: 1
- Net charge: -1
- E_HOMO: -3.706 eV

Mulliken atomic charge list, values in e, 5 entries: number 1, C, carries -0.42; number 2, C, carries -0.81; number 3, C, carries -0.45; number 4, O, carries -0.83; number 5, C, carries -0.87

=====

Most stable of them? ii.